Record 1
ORCA calculation (the ωB97M-V functional and the def2-TZVPD basis) on a structure of composition C21H33Br4O6PdSSi at a distorted geometry.

Summary:
Electronic energy (a.u.): -12383.276040
LUMO energy (alpha / beta) (eV): 2.1 / 2.1
Charge: -1
Orbital gap (alpha / beta) (eV): 5.8 / 5.8

Atoms and positions in Å:
Pd: -0.38 0.08 -2.00
C: -1.04 0.87 2.72
C: -1.33 -0.20 1.67
C: -1.27 -1.59 2.29
C: -2.71 0.03 1.08
O: -0.37 -0.09 0.58
Si: 1.26 -0.25 0.60
S: 1.88 -0.03 -1.39
O: 2.01 0.83 1.60
C: 2.41 2.19 1.43
C: 1.40 2.98 0.61
C: 2.52 2.78 2.84
C: 3.78 2.22 0.75
O: 1.58 -1.71 1.26
C: 2.78 -2.39 1.61
C: 2.39 -3.85 1.78
C: 3.83 -2.26 0.51
C: 3.33 -1.81 2.92
H: -1.74 0.75 3.55
H: -1.16 1.86 2.29
H: -0.02 0.76 3.10
H: -2.09 -1.71 2.99
H: -0.32 -1.75 2.80
H: -1.35 -2.34 1.50
H: -3.45 0.09 1.88
H: -2.97 -0.79 0.43
H: -2.73 0.96 0.52
H: 0.41 2.94 1.08
H: 1.31 2.55 -0.39
H: 1.71 4.02 0.51
H: 1.54 2.81 3.31
H: 2.93 3.79 2.79
H: 3.18 2.15 3.45
H: 3.71 1.74 -0.23
H: 4.51 1.67 1.35
H: 4.12 3.24 0.63
H: 1.95 -4.22 0.85
H: 1.64 -3.95 2.57
H: 3.25 -4.46 2.04
H: 3.41 -2.57 -0.45
H: 4.70 -2.89 0.74
H: 4.15 -1.22 0.41
H: 2.62 -1.98 3.73
H: 3.47 -0.74 2.80
H: 4.28 -2.28 3.16
Br: -7.37 1.79 -1.76
C: -5.74 0.81 -1.89
C: -5.76 -0.58 -1.85
Br: -7.41 -1.52 -1.82
C: -4.55 -1.28 -1.89
Br: -4.49 -3.18 -1.83
C: -3.30 -0.65 -1.97
O: -2.19 -1.30 -1.98
C: -3.28 0.81 -2.01
O: -2.15 1.44 -2.06
C: -4.51 1.47 -1.96
Br: -4.42 3.37 -2.03
C: 0.03 2.03 -4.43
O: -0.18 0.68 -4.92
C: -0.37 -0.22 -4.04
C: -0.82 -1.50 -4.61
H: -0.92 2.56 -4.45
H: 0.74 2.51 -5.10
H: 0.40 2.01 -3.41
H: -0.35 -1.68 -5.58
H: -1.90 -1.48 -4.75
H: -0.59 -2.31 -3.93

Record 2
ORCA calculation (the ωB97M-V functional and the def2-TZVPD basis) on a structure of composition C21H33BrMnN2SbSi.

Summary:
2S+1: 5
Electronic energy (a.u.): -5183.715510
LUMO energy (alpha / beta) (eV): -7.1 / -7.1
Charge: +2
Orbital gap (alpha / beta) (eV): 6.9 / 6.7
Relative energy (zero: lowest compared OMol25 entry of this formula, charge and spin) (eV): 0.202

Atoms and positions in Å:
Mn: -0.33 0.96 0.17
Br: 6.10 -3.01 0.91
C: 4.79 -1.68 0.73
C: 4.87 -0.76 -0.31
C: 3.89 0.21 -0.45
C: 2.83 0.25 0.45
C: 2.75 -0.66 1.49
C: 3.74 -1.62 1.64
N: 1.81 1.24 0.31
C: 2.17 2.45 0.12
C: 1.19 3.51 -0.13
C: 1.61 4.83 -0.22
C: 0.65 5.82 -0.45
C: -0.67 5.44 -0.58
C: -1.00 4.09 -0.48
N: -0.10 3.14 -0.26
H: 5.69 -0.82 -1.01
H: 3.93 0.90 -1.28
H: 1.95 -0.59 2.22
H: 3.70 -2.32 2.47
H: 3.23 2.73 0.14
H: 2.65 5.07 -0.11
H: 0.95 6.86 -0.52
H: -1.44 6.17 -0.77
H: -2.03 3.78 -0.59
C: -3.27 1.69 -1.29
Si: -2.82 0.82 0.30
C: -4.17 -0.35 0.81
C: -2.27 1.88 1.79
H: -3.98 2.51 -1.13
H: -3.78 0.96 -1.92
H: -2.43 2.08 -1.87
H: -5.04 0.27 1.05
H: -3.93 -0.93 1.70
H: -4.46 -1.02 0.00
H: -2.72 1.42 2.67
H: -2.62 2.91 1.72
H: -1.20 1.96 2.03
C: -2.68 -2.91 -2.32
C: -2.26 -2.92 -0.85
Sb: -0.61 -1.66 -0.40
C: -0.68 -1.91 1.75
C: -0.03 -3.19 2.26
C: 1.01 -2.91 -1.07
C: 1.80 -2.33 -2.23
H: -3.51 -3.61 -2.47
H: -1.87 -3.22 -2.97
H: -3.02 -1.93 -2.64
H: -1.91 -3.90 -0.54
H: -3.07 -2.64 -0.18
H: -1.75 -1.91 1.97
H: -0.26 -1.03 2.27
H: -0.45 -4.07 1.77
H: -0.18 -3.30 3.33
H: 1.04 -3.20 2.07
H: 0.52 -3.84 -1.33
H: 1.63 -3.08 -0.19
H: 1.19 -2.20 -3.12
H: 2.62 -3.01 -2.49
H: 2.24 -1.37 -1.98

Record 3
ORCA calculation (the ωB97M-V functional and the def2-TZVPD basis) on a structure of composition C21H33Cl2HgN4O3 at a distorted geometry.

Summary:
Electronic energy (a.u.): -2338.571157
LUMO energy (eV): 2.1
Charge: -1
Orbital gap (eV): 5.0
Relative energy (zero: lowest compared OMol25 entry of this formula, charge and spin) (eV): 0.000

Atoms and positions in Å:
O: 0.48 2.37 -2.33
C: 0.57 1.94 -3.50
C: 1.37 2.73 -4.44
C: 2.02 3.92 -4.01
H: 1.90 4.23 -2.97
C: 2.76 4.68 -4.90
H: 3.27 5.59 -4.57
C: 2.86 4.29 -6.25
H: 3.42 4.90 -6.96
C: 2.24 3.11 -6.69
H: 2.34 2.79 -7.73
C: 1.51 2.33 -5.79
H: 1.02 1.41 -6.11
H: 0.11 0.97 -3.78
C: -2.46 1.35 -2.61
C: -1.84 0.48 -1.60
H: -3.47 1.02 -2.91
H: -1.84 1.38 -3.52
H: -2.54 2.38 -2.23
C: -2.36 -0.46 -0.82
C: -3.81 -0.81 -0.62
H: -1.70 -1.05 -0.17
H: -4.46 -0.44 -1.42
H: -4.20 -0.41 0.33
H: -3.93 -1.90 -0.54
Hg: 0.26 0.89 -0.67
Cl: -0.86 2.49 1.00
Cl: 1.50 -0.99 -1.96
C: -1.54 0.47 3.47
O: -0.46 -0.07 3.66
N: -2.71 0.08 4.04
C: -2.68 -1.04 4.97
C: -3.85 0.97 4.14
H: -1.66 1.33 2.78
H: -1.99 -1.81 4.58
H: -3.69 -1.44 5.05
H: -2.34 -0.73 5.97
H: -3.87 1.63 3.27
H: -3.81 1.58 5.06
H: -4.77 0.37 4.18
H: 0.33 -5.96 1.56
H: 2.42 -5.38 -0.13
C: -0.24 -5.30 0.90
C: 1.64 -4.81 -0.65
N: 0.63 -4.32 0.29
H: -1.01 -4.78 1.47
C: 0.45 -3.00 0.54
O: -0.33 -2.54 1.36
H: 2.10 -3.95 -1.16
H: 1.07 -2.36 -0.12
H: -0.69 -5.93 0.12
H: 1.17 -5.47 -1.40
C: 2.62 0.56 4.49
N: 2.57 0.35 3.05
C: 3.46 -0.41 2.28
C: 3.02 -0.30 0.98
N: 1.89 0.49 0.97
C: 1.66 0.89 2.21
H: 3.15 -0.29 4.95
H: 3.15 1.49 4.72
H: 1.59 0.61 4.86
H: 4.29 -0.95 2.69
H: 3.42 -0.74 0.08
H: 0.87 1.56 2.53

Record 4
ORCA calculation (the ωB97M-V functional and the def2-TZVPD basis) on a cluster of 7 separate species, C21H33Cl3O20S2 in total at a distorted geometry.

Summary:
Electronic energy (a.u.): -4501.612892
LUMO energy (eV): -0.1
Charge: 0
SMILES string: C[C@H]1COC(=O)O1.C[C@H]1COC(=O)O1.C[C@H]1COC(=O)O1.C[C@H]1COC(=O)O1.O=S1(=O)OCCO1.O=S1(=O)OCCO1.ClC(Cl)Cl
Orbital gap (eV): 10.7
Relative energy (zero: lowest compared OMol25 entry of this formula, charge and spin) (eV): 0.000

Atoms and positions in Å:
C: -14.68 21.06 8.87
Cl: -14.03 22.38 9.80
Cl: -13.81 20.75 7.30
Cl: -16.37 21.51 8.52
H: -14.74 20.13 9.45
C: -12.12 14.80 9.24
C: -12.66 15.61 8.01
C: -13.79 14.97 7.25
O: -14.90 15.81 7.38
C: -14.61 16.64 8.40
O: -15.43 17.40 8.87
O: -13.26 16.78 8.43
H: -11.45 13.95 9.09
H: -12.99 14.40 9.76
H: -11.62 15.41 9.99
H: -11.92 15.83 7.24
H: -13.93 14.12 7.91
H: -13.44 14.72 6.24
C: -9.24 20.03 5.24
C: -10.60 19.70 4.54
C: -10.37 19.00 3.19
O: -11.16 17.82 3.32
C: -11.80 17.72 4.44
O: -12.62 16.87 4.66
O: -11.26 18.63 5.31
H: -9.37 20.25 6.30
H: -8.69 20.89 4.85
H: -8.51 19.23 5.26
H: -11.15 20.63 4.65
H: -9.37 18.59 3.10
H: -10.70 19.56 2.31
C: -21.78 13.55 1.40
C: -20.38 14.18 1.14
C: -19.99 15.34 2.18
O: -18.68 14.96 2.61
C: -18.36 13.78 2.07
O: -17.27 13.28 2.17
O: -19.41 13.18 1.37
H: -22.40 14.04 0.66
H: -22.13 13.60 2.43
H: -21.73 12.56 0.93
H: -20.05 14.45 0.14
H: -20.72 15.24 2.98
H: -20.04 16.37 1.83
C: -22.40 19.23 5.95
C: -22.37 18.45 4.61
C: -21.41 17.36 4.77
O: -22.20 16.19 4.76
C: -23.51 16.46 4.60
O: -24.48 15.84 4.74
O: -23.65 17.80 4.41
H: -23.03 20.12 5.83
H: -21.39 19.54 6.20
H: -22.85 18.69 6.78
H: -22.17 19.18 3.83
H: -20.80 17.38 5.67
H: -20.61 17.27 4.03
C: -17.86 23.69 2.18
C: -19.20 23.29 1.56
O: -19.98 24.35 2.03
S: -19.34 25.81 1.95
O: -19.81 26.63 3.02
O: -19.38 26.40 0.60
O: -17.79 25.16 2.30
H: -16.99 23.31 1.65
H: -17.73 23.20 3.14
H: -19.52 22.32 1.95
H: -19.28 23.47 0.49
C: -16.12 18.22 5.10
C: -17.44 17.83 5.76
O: -18.36 18.84 5.33
S: -18.20 19.19 3.73
O: -18.40 20.65 3.56
O: -18.92 18.16 3.05
O: -16.46 18.88 3.86
H: -15.49 17.43 4.71
H: -15.41 18.79 5.71
H: -17.34 17.81 6.85
H: -17.67 16.84 5.35